No. 1
This record from OMol25 describes a 2-piece molecular cluster, C5H15N3 overall in a non-equilibrium geometry. The level of theory is ωB97M-V/def2-TZVPD.

Last column: natural (NBO) charge in e.
Cartesian coordinates (Å):
1 C 1.240 -0.506 -1.591  -0.0564
2 N 1.238 -1.897 -2.001  -0.8318
3 N 2.095 -0.193 -0.486  -0.8407
4 H 1.875 -0.765 0.330  0.3436
5 H 1.060 -2.484 -1.192  0.3420
6 H 2.160 -2.144 -2.342  0.3542
7 H 1.666 0.766 -0.032  0.3665
8 H 1.483 0.115 -2.461  0.1754
9 H 0.168 -0.262 -1.279  0.1582
10 C -1.376 -1.344 0.655  -0.6551
11 C -0.016 2.204 1.442  -0.6513
12 C -1.016 0.103 0.464  0.2133
13 N -1.902 0.823 -0.329  -0.8375
14 C -0.027 0.714 1.192  -0.3676
15 H -1.917 1.823 -0.218  0.3950
16 H -2.659 0.314 -0.758  0.3938
17 H 0.367 0.128 2.015  0.2019
18 H -0.637 -1.859 1.259  0.2231
19 H -1.403 -1.843 -0.315  0.2182
20 H -2.364 -1.449 1.112  0.2230
21 H -0.904 2.532 1.993  0.2063
22 H 0.848 2.468 2.047  0.2234
23 H 0.020 2.755 0.498  0.2024

Cartesian forces, eV/Å:
C -2.278 0.017 0.182
N 0.270 0.062 0.000
N -0.014 3.263 1.956
H 0.003 -0.440 -0.446
H -0.021 -0.051 -0.059
H 0.043 -0.107 0.020
H 1.582 -2.690 -1.684
H 0.075 -0.070 0.218
H 1.194 -0.285 -0.885
C 0.327 0.026 -0.651
C 0.225 -0.257 -0.484
C 0.062 1.068 1.492
N 0.640 -0.535 0.261
C -2.331 -0.424 0.543
H -0.342 -0.187 -0.246
H 0.061 0.502 0.048
H 0.340 -0.237 -0.280
H 0.038 0.018 0.155
H -0.111 -0.155 -0.081
H 0.106 0.104 0.029
H -0.046 -0.039 -0.067
H 0.078 0.191 -0.121
H 0.101 0.227 0.099

Results
- total charge = 0
- LUMO energy (eV) = 0.90
- E (eV) = -9897.2590
- frontier orbital gap (eV) = 8.7
- SMILES = C/C=C(/C)N.NCN
- energy relative to the best compared isomer or geometry (same formula, charge and spin) (eV) = 1.892
- molecular weight (g/mol) = 117.2

=====

No. 2
This record from OMol25 describes a 2-piece molecular cluster, C5H15N3 overall in a non-equilibrium geometry. The level of theory is ωB97M-V/def2-TZVPD.

Last column: natural (NBO) charge in e.
Cartesian coordinates (Å):
1 C 2.127 0.639 -1.492  -0.4826
2 N 1.192 -0.469 -1.340  -0.1001
3 C 1.304 -1.355 -0.194  -0.1448
4 N 2.478 -2.223 -0.186  -0.7629
5 H 1.900 1.169 -2.412  0.2625
6 H 2.037 1.302 -0.623  0.2830
7 H 3.143 0.253 -1.552  0.2524
8 H 0.217 -0.155 -1.442  0.4191
9 H 0.416 -1.991 -0.194  0.2369
10 H 1.330 -0.813 0.763  0.2735
11 H 2.538 -2.666 -1.098  0.3759
12 H 3.343 -1.724 -0.026  0.3780
13 N -2.756 -0.246 0.035  -0.8109
14 C -2.029 0.134 1.271  -0.2686
15 C -1.546 2.579 1.195  -0.3267
16 C -1.152 1.329 1.011  -0.2049
17 H -3.513 -0.873 0.300  0.3732
18 H -2.152 -0.810 -0.553  0.3210
19 H -1.398 -0.666 1.686  0.1625
20 H -2.780 0.367 2.024  0.2179
21 H -0.904 3.417 0.949  0.2030
22 H -2.516 2.837 1.599  0.2142
23 H -0.208 1.092 0.520  0.1282

Cartesian forces, eV/Å:
C 0.374 -0.886 -1.114
N -0.514 2.118 2.300
C 0.906 -1.939 0.109
N -0.663 0.669 -0.910
H -0.060 0.167 0.080
H -0.197 -0.054 0.083
H 0.034 0.046 0.148
H 0.113 -0.422 -0.781
H -0.039 0.119 0.036
H -0.289 0.572 -0.346
H 0.201 -0.341 0.187
H 0.090 0.016 0.221
N 0.208 -0.343 0.518
C 0.044 0.051 -0.183
C 0.526 0.182 -0.085
C -0.720 -0.166 -0.205
H 0.018 0.121 -0.168
H -0.048 -0.031 -0.140
H -0.203 -0.113 -0.020
H 0.057 0.125 0.032
H -0.018 -0.015 -0.050
H -0.018 -0.186 0.110
H 0.200 0.309 0.179

Results
- total charge = +1
- LUMO energy (spin up / spin down) (eV) = -3.18 / -8.53
- E (eV) = -9888.5223
- frontier orbital gap (spin up / spin down) (eV) = 9.6 / 4.3
- <S²> = 0.75
- 2S+1 = 2
- energy relative to the best compared isomer or geometry (same formula, charge and spin) (eV) = 1.956
- molecular weight (g/mol) = 117.2